{
  "formula": "C31H45BrN2P2V",
  "method": "ωB97M-V with the def2-TZVPD basis set",
  "species": ["Br", "V", "P", "P", "N", "N", "C", "C", "C", "C", "C", "C", "C", "C", "C", "C", "C", "C", "C", "C", "C", "C", "C", "C", "C", "C", "C", "C", "C", "C", "C", "C", "C", "C", "C", "C", "C", "H", "H", "H", "H", "H", "H", "H", "H", "H", "H", "H", "H", "H", "H", "H", "H", "H", "H", "H", "H", "H", "H", "H", "H", "H", "H", "H", "H", "H", "H", "H", "H", "H", "H", "H", "H", "H", "H", "H", "H", "H", "H", "H", "H", "H"],
  "xyz": [[2.626439, 2.398394, 1.123714], [0.193450, -1.629742, -0.433285], [1.238221, 0.892980, -3.445819], [-2.081536, 0.598008, -0.499592], [-0.544902, 2.450951, 2.273962], [4.362391, -8.127914, 3.958399], [2.469418, -4.695184, 2.312896], [-2.286545, 4.098443, 2.313599], [-2.590029, -0.988791, -1.201874], [-4.780839, 0.336826, 0.669035], [-0.940339, 3.714611, 2.172603], [-0.211875, 5.968090, 2.533560], [3.894589, -7.207033, 4.786547], [-2.635706, -2.160000, -0.175795], [0.052917, 4.705232, 2.023721], [2.635859, -1.443261, -3.172930], [-1.225941, 0.377944, -4.912633], [4.236040, -7.984680, 2.652488], [-2.939859, 1.976247, -1.452850], [2.037200, -3.659048, 1.735468], [1.462842, 2.536942, -2.687936], [-2.540757, 5.378771, 2.778786], [2.691017, 3.268907, -3.278475], [-1.503236, 6.298115, 2.959134], [1.962575, -0.343236, -2.339731], [3.232514, -1.642047, 0.917559], [3.094871, -5.866910, 2.929580], [2.028421, -2.313063, 1.258500], [-0.554039, 0.517168, -3.527775], [0.886053, -1.525892, 1.555179], [0.975203, -0.100009, 1.425246], [3.609362, -6.868219, 2.093498], [3.254527, -6.050328, 4.321816], [-4.141228, 1.667200, -2.333120], [3.359047, -0.271448, 1.109310], [-3.304765, 0.691309, 0.937309], [2.261982, 0.545954, 1.302675], [-4.920564, -0.499127, -0.039132], [4.363142, 0.149940, 1.056534], [1.569954, 2.446737, -1.598010], [-5.342343, 1.222293, 0.316210], [-1.382918, 1.354757, -5.389570], [3.204032, -2.110272, -2.514728], [3.637455, 2.764366, -3.053925], [0.582198, 3.157866, -2.915821], [-1.830403, -2.075378, 0.574151], [-3.228009, 2.726862, -0.696300], [2.792092, 4.297043, -2.900488], [-3.098250, 3.381825, 2.134917], [1.848736, -2.055834, -3.643027], [-2.221458, -0.101133, -4.792733], [4.641523, -8.764408, 2.017623], [-1.194082, 1.680841, 2.257526], [-0.038035, -2.049260, 1.886168], [1.024693, 4.429693, 1.615393], [-4.532501, 2.616547, -2.723606], [-3.564493, -0.826533, -1.689425], [2.616058, 3.340439, -4.368837], [-1.043281, 1.315627, -2.944941], [4.106785, -2.241183, 0.685241], [2.659707, 0.173133, -1.670836], [-1.913779, -1.295162, -2.035990], [-0.628056, -0.253280, -5.594669], [4.034747, -7.386262, 5.847732], [0.419971, 2.216243, 2.152231], [-4.965250, 1.185005, -1.798801], [-1.692857, 7.271647, 3.439219], [-2.890045, 0.048932, 1.741499], [-3.249767, 1.742363, 1.275049], [3.544597, -6.789960, 1.021476], [-5.217438, 0.038492, 1.636500], [1.144073, -0.865386, -1.763949], [-3.874466, 1.058318, -3.198474], [0.128956, 0.410716, 1.791319], [-3.572348, 5.682359, 2.981449], [0.585366, 6.705209, 2.559089], [-3.599671, -2.135336, 0.334343], [-0.705344, -0.437941, -2.991885], [2.912075, -5.329596, 5.048740], [3.301161, -1.091274, -3.963640], [-2.154948, 2.464021, -2.051881], [-2.540360, -3.119232, -0.714509]],
  "forces_ev_per_angstrom": [[-0.246, -0.292, 0.292], [0.202, 0.790, 0.435], [0.428, 0.379, -2.335], [-0.744, 1.169, 0.907], [-0.858, 0.425, -0.503], [0.396, -0.789, 0.423], [-1.065, 3.258, -1.640], [-1.373, 0.833, 0.690], [-0.243, -1.100, -0.957], [-0.149, 0.139, 0.427], [0.448, -0.919, -0.234], [0.744, -0.584, -0.854], [-0.359, 0.709, -0.783], [-0.206, 0.307, -0.936], [0.664, 1.607, 0.765], [-0.247, -0.767, 0.441], [0.042, -0.162, 0.011], [-0.438, 0.878, -0.065], [0.708, 0.202, -0.219], [2.311, -4.352, 1.833], [0.121, 0.614, 0.447], [-0.974, -0.866, -0.560], [0.126, 0.055, -0.041], [0.192, 0.556, 0.605], [0.183, -0.335, 0.044], [-0.614, -0.637, 0.814], [-0.118, -0.200, 0.103], [0.276, 0.279, 0.360], [-0.536, -0.004, 0.458], [-0.506, 0.265, -0.429], [1.440, -0.109, 0.231], [0.079, -0.100, 0.126], [0.004, -0.109, -0.242], [-0.260, 0.168, -0.209], [0.763, 0.009, -0.732], [0.638, -0.393, 0.065], [-1.148, -1.760, -0.345], [0.022, 0.489, 0.331], [-0.317, 0.028, -0.179], [-0.210, 0.181, -0.126], [0.277, -0.574, 0.080], [0.131, -0.279, 0.104], [-0.010, 0.013, -0.122], [-0.197, -0.073, -0.011], [0.047, -0.309, 0.186], [-0.278, -0.114, 0.192], [0.180, -0.346, -0.092], [-0.205, -0.314, 0.042], [0.435, 0.417, 0.411], [0.320, 0.192, -0.047], [0.536, 0.297, -0.096], [-0.013, 0.015, 0.056], [-0.364, 0.103, 0.206], [0.721, 0.574, 0.575], [-0.296, 0.172, 0.381], [0.067, -0.245, 0.037], [0.206, -0.480, 0.116], [-0.035, -0.099, 0.184], [-0.006, -0.542, -0.258], [-0.061, 0.073, 0.137], [-0.143, -0.295, 0.128], [-0.496, 0.352, 0.466], [-0.242, 0.322, 0.325], [-0.044, 0.081, -0.083], [0.550, 0.176, 0.008], [0.242, 0.028, -0.134], [0.047, -0.559, -0.435], [-0.313, 0.296, -0.182], [0.036, -0.643, -0.050], [-0.115, 0.102, -0.163], [-0.059, 0.067, -0.454], [0.514, 0.603, -0.462], [0.008, -0.045, 0.057], [-0.560, 0.416, -0.226], [0.412, -0.153, -0.043], [-0.176, -0.062, -0.007], [0.322, -0.227, 0.296], [0.219, 0.438, -0.196], [-0.142, 0.161, -0.117], [-0.192, 0.268, 0.229], [-0.403, -0.004, 0.147], [-0.099, 0.334, 0.400]],
  "mulliken_spin": [0.00, 2.31, 0.00, -0.04, 0.30, 0.00, -0.01, 0.14, 0.00, 0.00, 0.24, -0.04, 0.00, 0.04, 0.14, -0.01, 0.00, 0.00, -0.01, 0.10, 0.00, -0.02, 0.00, 0.29, -0.14, 0.10, 0.00, -0.24, 0.03, 0.10, -0.16, 0.00, 0.00, 0.00, -0.07, -0.02, 0.03, 0.00, 0.00, 0.00, 0.00, 0.00, 0.00, 0.00, 0.00, -0.01, 0.00, 0.00, 0.00, 0.00, 0.00, 0.00, -0.03, -0.05, 0.02, 0.00, 0.00, 0.00, -0.01, 0.00, -0.01, 0.01, 0.00, 0.00, -0.04, 0.00, 0.00, 0.00, 0.02, 0.00, 0.00, 0.02, 0.00, 0.02, 0.00, 0.00, 0.01, -0.02, 0.00, 0.00, 0.00, 0.00],
  "max_force_ha_per_bohr": 0.1022,
  "de_lowest_ev": 6.111,
  "charge": 2,
  "molar_mass_g_mol": 638.5,
  "e_homo_ev": [-12.669, -11.999],
  "gap_ev": [6.843, 3.316],
  "e_lumo_ev": [-5.827, -8.683],
  "spin_multiplicity": 4
}